1.
The following is a quantum chemistry calculation of C6H9NO2 in the gas phase at a distorted geometry, from OMol25.

Positions of all 18 atoms, in Å:
C  1.3818  -1.3091  0.2017
C  -0.6979  -1.2480  -0.5718
C  -2.1503  -1.2342  -0.3015
C  1.7795  0.0444  -0.0267
C  0.7478  1.1298  0.1951
N  -0.0929  0.9343  1.2956
C  0.6534  2.1609  -0.6452
O  0.1127  -1.7687  0.3058
O  2.9266  0.3377  -0.3576
H  2.1319  -2.0781  0.3152
H  -0.3258  -0.7391  -1.4528
H  -0.5493  1.7771  1.6149
H  0.3250  0.4274  2.0624
H  -2.4653  -0.2257  -0.0173
H  -2.7048  -1.5186  -1.1958
H  -2.3897  -1.9238  0.5103
H  1.3468  2.2547  -1.4627
H  -0.0296  2.9791  -0.4696

Cartesian forces, eV/Å:
C 1.285 -0.212 0.373
C -1.264 0.206 0.002
C 0.185 -0.281 0.191
C -0.508 -0.211 -0.402
C -0.008 0.329 -0.058
N -0.161 0.070 0.115
C 0.214 -0.048 0.268
O -0.049 0.332 -0.784
O -0.054 -0.063 0.152
H -0.030 0.030 0.165
H 0.489 -0.161 0.164
H 0.003 -0.064 -0.029
H 0.048 0.026 -0.047
H -0.002 0.012 0.061
H -0.020 0.020 -0.033
H -0.037 0.103 -0.023
H 0.052 -0.110 -0.135
H -0.144 0.023 0.019

* ΔE to the lowest compared entry with this formula, charge and spin: 391.8 kJ/mol
* electronic energy: -439.12711 Eh

Charge distribution, Mulliken scheme, values in e:
1 C -0.4588
2 C 0.1326
3 C -1.0830
4 C 0.3047
5 C 0.7431
6 N -0.4148
7 C -1.1652
8 O -0.3033
9 O -0.6167
10 H 0.4632
11 H 0.4909
12 H 0.2287
13 H 0.2224
14 H 0.2379
15 H 0.3449
16 H 0.3058
17 H 0.2953
18 H 0.2724

***

2.
The following is a quantum chemistry calculation of a molecular structure, C29H34CsN7SSeSi at a distorted geometry, from OMol25.

Positions of all 74 atoms, in Å:
Cs  -1.8071  -0.5674  0.7930
C  6.1164  1.6746  -2.2514
Si  4.2732  1.5216  -2.0277
C  3.2909  2.9491  -2.7288
C  4.0823  -0.3583  -2.5424
C  3.7279  1.6831  -0.3031
C  4.5789  2.5126  0.4734
C  4.3856  2.6426  1.8478
C  3.3193  2.0005  2.3721
N  2.3972  1.2972  1.6396
C  2.5543  1.1722  0.2993
S  1.3096  0.3526  -0.6243
H  6.3518  1.6685  -3.3361
H  6.6074  0.8054  -1.7850
H  6.6103  2.5221  -1.9028
H  3.7943  3.8107  -2.2941
H  2.3465  2.9487  -2.1435
H  3.0695  3.1456  -3.7494
H  3.9134  -0.3844  -3.6232
H  3.2155  -0.7317  -2.1106
H  4.9905  -0.9114  -2.1993
H  5.4073  2.9377  -0.1102
H  5.0667  3.2626  2.4625
H  3.1313  2.1118  3.4227
C  -0.4838  3.3271  1.1597
C  -1.0083  2.4629  2.2773
C  -2.2423  2.3701  2.9146
C  -2.1005  1.3367  3.8834
N  -0.8707  0.8015  3.7693
N  -0.2040  1.5253  2.8351
C  -2.9073  0.8670  5.0429
H  -0.8860  4.3047  1.2121
H  -0.5905  2.9885  0.1393
H  0.6123  3.3905  1.4154
H  -3.1243  2.8984  2.6769
H  0.7967  1.2420  2.5303
H  -2.7630  1.6130  5.8471
H  -2.5101  -0.1233  5.3151
H  -3.9119  0.8593  4.7828
N  -3.5337  -3.2228  2.5318
C  -3.6029  -3.8930  3.4696
C  -3.7283  -4.6303  4.6805
C  -2.9778  -4.2040  5.7684
C  -3.1032  -4.8240  6.9689
C  -4.0138  -5.8597  7.0628
C  -4.8211  -6.2812  5.9882
C  -4.6630  -5.6790  4.7779
H  -2.3025  -3.3362  5.7318
H  -2.6206  -4.4949  7.8517
H  -4.1209  -6.2959  8.0741
H  -5.5723  -7.0570  6.0840
H  -5.2379  -6.0478  3.9080
N  -0.3589  -2.7072  -2.8178
C  -1.4922  -2.7661  -2.4255
H  0.5129  -2.7073  -3.3699
C  -3.5390  0.2575  -5.2236
N  -2.3762  0.6125  -4.5299
C  -2.2616  1.0141  -3.1813
Se  -3.6383  1.2111  -1.9921
N  -0.9674  1.1810  -2.9059
C  -0.1624  0.7258  -3.9427
C  1.2234  0.5767  -4.1024
C  1.6335  0.0120  -5.3529
C  0.7016  -0.4311  -6.3295
C  -0.6710  -0.3334  -6.1346
C  -1.0529  0.2786  -4.9260
H  -3.4347  0.4170  -6.2883
H  -4.3111  0.9148  -4.8490
H  -3.7503  -0.8213  -5.0629
H  -0.5654  1.3937  -1.9846
H  2.0136  0.9009  -3.3603
H  2.6660  -0.2378  -5.5155
H  1.1074  -0.9682  -7.2069
H  -1.5180  -0.6273  -6.7758

Cartesian forces, eV/Å:
Cs 0.010 -0.052 0.067
C -0.043 -1.132 -0.989
Si -0.139 -1.814 -0.967
C -0.612 0.044 1.124
C 1.453 1.844 -0.690
C 0.927 1.178 1.804
C -0.492 -1.355 -1.091
C 1.540 1.275 -0.576
C -1.667 -0.891 -0.644
N 0.668 0.751 0.550
C 0.050 -0.255 0.831
S -0.012 0.268 0.243
H -0.208 -0.291 0.417
H -0.182 0.209 -0.235
H 0.706 1.679 0.813
H 0.334 0.293 -0.147
H 0.237 -0.220 -0.528
H 0.015 -0.017 -0.955
H 0.529 -0.376 -0.022
H -1.483 -0.874 0.983
H -0.726 0.419 -0.528
H -0.123 0.128 0.901
H -0.583 -0.521 -0.356
H -0.304 -0.298 0.434
C 1.736 -0.507 1.366
C -0.238 -0.326 -0.543
C 0.749 -0.786 0.344
C 1.928 -0.096 -0.921
N 0.094 0.414 0.258
N -0.017 -0.703 -0.105
C 1.773 0.531 0.139
H -0.475 1.032 0.137
H -0.128 -0.564 -0.092
H -0.891 0.196 -0.776
H -0.624 0.676 -0.106
H -1.311 0.539 0.073
H -0.113 -0.612 -0.081
H -0.413 0.433 0.186
H -2.045 -0.329 -0.204
N 0.117 -0.382 0.427
C -0.026 0.760 -1.027
C -0.302 -0.197 -0.166
C 0.803 1.300 -0.525
C -1.212 -1.117 0.047
C -0.754 -0.770 1.140
C 0.443 -0.170 1.196
C 0.278 0.317 -1.112
H -0.394 -0.444 -0.512
H 0.654 0.280 0.526
H -0.167 -0.010 -0.827
H 0.216 -0.018 0.261
H 0.439 0.590 0.514
N -2.632 -0.242 0.323
C 3.685 0.285 -1.110
H -1.025 0.136 0.821
C -1.041 -0.960 -0.005
N 3.735 0.272 2.691
C -1.290 -0.136 -1.322
Se -0.036 0.121 -0.056
N 1.122 -0.036 0.362
C 0.272 -0.610 -0.512
C 0.903 0.035 -0.977
C -1.563 -0.100 0.953
C 0.638 -0.657 -0.085
C -0.610 0.935 1.125
C -0.592 0.329 -1.154
H 0.210 0.196 -0.229
H -0.559 -0.271 0.030
H -0.337 0.620 -0.020
H -0.330 -0.087 -0.301
H -1.586 -0.538 -0.918
H 0.307 0.273 -0.041
H -0.349 0.515 0.477
H 1.064 -0.111 -0.108

* ΔE to the lowest compared entry with this formula, charge and spin: 127.1 kJ/mol
* electronic energy: -4618.01147 Eh

Charge distribution, Mulliken scheme, values in e:
1 Cs 1.0414
2 C -1.3069
3 Si 0.2423
4 C -1.1670
5 C -1.0722
6 C 0.0789
7 C -0.3075
8 C -0.7491
9 C -0.3683
10 N -0.5961
11 C 0.3651
12 S -0.3251
13 H 0.3482
14 H 0.3505
15 H 0.4869
16 H 0.3563
17 H 0.3058
18 H 0.5056
19 H 0.1681
20 H 0.3389
21 H 0.3739
22 H 0.2417
23 H 0.3530
24 H 0.4061
25 C -0.6729
26 C 0.3788
27 C -0.9279
28 C 0.5776
29 N -0.9886
30 N 0.7146
31 C -1.0251
32 H 0.4086
33 H -0.0653
34 H 0.1965
35 H 0.3694
36 H 0.3800
37 H 0.2218
38 H 0.2017
39 H 0.3778
40 N -0.4082
41 C -0.0462
42 C 0.6198
43 C -0.2474
44 C -0.6585
45 C -0.2306
46 C -0.5813
47 C -0.3488
48 H 0.3946
49 H 0.4371
50 H 0.3066
51 H 0.3807
52 H 0.3985
53 N -0.0467
54 C -0.2339
55 H 0.2946
56 C -1.1605
57 N 0.1879
58 C -0.2472
59 Se -0.3137
60 N 0.4168
61 C -0.3109
62 C 0.7070
63 C -0.8343
64 C -0.7459
65 C -0.7591
66 C 0.6784
67 H 0.3529
68 H 0.4216
69 H 0.3361
70 H -0.1945
71 H 0.1853
72 H 0.3875
73 H 0.3268
74 H 0.3185

***

3.
The following is a quantum chemistry calculation of a gas-phase ion, C9H15N3 (charge +2) at a distorted geometry, from OMol25.

Positions of all 27 atoms, in Å:
C  -0.7590  -1.4891  -1.4649
C  -1.1791  -2.7937  -1.3716
C  -0.0011  0.3070  -0.5831
C  -0.6565  -0.5798  -2.6516
C  -0.2506  0.7077  -2.0333
C  2.1149  3.4741  2.1370
C  -2.2748  -4.9780  -0.7798
C  1.0315  2.5449  2.6541
C  0.9513  1.1799  1.8721
N  -0.3351  -0.9484  -0.3312
N  -1.7343  -3.7875  -1.2460
N  0.5486  1.3154  0.4980
H  0.0391  -0.9751  -3.3266
H  -1.4765  -0.5625  -3.4393
H  -1.0367  1.4036  -2.1150
H  0.6098  1.0890  -2.4429
H  3.1167  2.9097  2.0374
H  1.8701  3.9350  1.1164
H  2.1473  4.2987  2.8231
H  -3.2359  -4.8018  -0.4551
H  -1.6098  -5.4197  -0.0580
H  -2.2533  -5.5062  -1.8374
H  0.0335  3.0725  2.6937
H  1.1857  2.3734  3.7876
H  1.9776  0.6353  1.8955
H  0.2182  0.5041  2.5094
H  0.9582  2.0913  0.1114

Cartesian forces, eV/Å:
C 1.605 3.723 0.717
C -1.868 -2.995 -0.131
C 2.635 6.301 3.672
C -2.015 -1.040 -0.956
C -0.520 -0.885 2.095
C 0.659 -0.653 -1.703
C 1.623 -2.172 -4.219
C -0.802 -0.035 0.865
C -0.306 -2.302 3.391
N -0.839 -1.953 0.126
N 1.643 2.807 1.039
N -3.380 -6.672 -3.959
H 1.945 -0.776 -0.775
H 0.058 0.126 1.599
H -0.901 1.219 0.104
H 2.059 1.175 -1.103
H -1.418 1.150 0.359
H 0.296 -0.669 1.237
H 0.592 0.454 0.203
H -2.255 0.211 0.774
H 0.198 -0.255 0.235
H -0.551 -0.234 2.472
H 0.820 -0.665 -0.542
H 0.088 -0.409 -1.934
H -1.487 0.935 -0.023
H 1.346 1.066 -1.756
H 0.774 2.547 -1.788

* ΔE to the lowest compared entry with this formula, charge and spin: 558.3 kJ/mol
* electronic energy: -515.41217 Eh
* charge: +2

Charge distribution, Mulliken scheme, values in e:
1 C 0.3378
2 C 0.2864
3 C 0.2600
4 C -0.6964
5 C -0.6672
6 C -1.0629
7 C -0.6021
8 C -0.4925
9 C -0.4133
10 N -0.3723
11 N 0.1706
12 N 0.0589
13 H 0.3839
14 H 0.4339
15 H 0.3808
16 H 0.4427
17 H 0.2811
18 H 0.3225
19 H 0.3564
20 H 0.3474
21 H 0.3382
22 H 0.3300
23 H 0.3147
24 H 0.3473
25 H 0.3203
26 H 0.2967
27 H 0.2969